# 1
{
  "formula": "C15H15Br6N3O6",
  "method": "ωB97M-V/def2-TZVPD",
  "elements": ["Br", "Br", "Br", "Br", "Br", "Br", "O", "O", "O", "O", "O", "O", "N", "N", "N", "C", "C", "C", "C", "C", "C", "C", "C", "C", "C", "C", "C", "C", "C", "C", "H", "H", "H", "H", "H", "H", "H", "H", "H", "H", "H", "H", "H", "H", "H"],
  "xyz": [[5.282025, -1.000152, 4.154725], [-7.579315, -0.115352, 4.639375], [2.245755, -1.839062, 5.138345], [-5.416245, -1.848752, 3.046915], [-5.334645, -2.111942, 6.223695], [3.065435, -1.982442, 1.954085], [-3.337915, 1.514318, 0.658825], [-0.129675, -3.193952, -2.988695], [-1.457615, 1.997258, -0.272745], [-0.804695, -4.777332, -4.221715], [7.246075, 2.937088, 1.441965], [8.070535, 4.584758, 0.410865], [-1.050825, -3.833692, -3.494425], [-2.078815, 1.590648, 0.671555], [7.163455, 3.832668, 0.641345], [-2.465685, -3.481282, -3.299195], [-5.103155, -2.725962, -2.873735], [4.449145, 5.117298, -1.650875], [3.613995, 3.179678, -0.544335], [3.415765, 4.175498, -1.452155], [-4.057105, -1.805462, -2.724505], [5.670105, 4.958578, -0.986945], [-4.856885, -4.004212, -3.227935], [5.862265, 3.903598, -0.116715], [-6.599225, -1.839812, 4.678695], [-3.536965, -4.425102, -3.471535], [-1.371455, 0.934858, 1.779935], [-2.734115, -2.176862, -2.891225], [4.829265, 2.977438, 0.114155], [3.711925, -2.215212, 3.868475], [-0.769535, 1.714868, 2.246165], [-6.126415, -2.547072, -2.578225], [-4.348275, -0.806202, -2.436235], [4.137975, -3.214322, 3.959995], [-3.268995, -5.423452, -3.784385], [2.771845, 2.546518, -0.307085], [2.623525, 4.019758, -2.169445], [-1.946775, -1.466642, -2.686065], [4.913425, 2.262698, 0.919425], [-2.023955, 0.410598, 2.478145], [-0.695595, 0.205448, 1.333525], [6.545845, 5.558628, -1.185525], [-5.650615, -4.735412, -3.186335], [4.365395, 5.867198, -2.423555], [-7.239255, -2.719702, 4.613365]],
  "forces_ev_per_angstrom": [[-1.14, -0.73, -0.10], [0.54, -1.39, 0.43], [1.05, -0.40, -0.81], [-0.84, -0.16, 0.81], [-1.29, 0.37, -0.87], [0.47, -0.30, 1.57], [2.34, 0.37, 0.63], [-1.57, 0.35, 0.27], [0.84, 0.53, 0.16], [-0.80, -0.36, -0.09], [-0.30, -0.76, 0.77], [0.06, 1.11, -0.68], [1.62, -0.60, -0.53], [-3.78, -1.43, -1.04], [-0.71, -1.04, -0.45], [-1.57, -0.17, 0.40], [0.09, 1.00, 0.73], [0.07, -0.93, -0.19], [0.33, -1.08, 1.17], [1.54, 0.77, -1.17], [-0.93, -0.03, 0.08], [0.01, -0.01, -0.23], [1.68, -1.97, -0.23], [-0.74, -0.09, 0.17], [1.65, 0.70, -0.50], [1.52, 1.28, -0.03], [0.90, -0.04, 0.44], [-0.37, -0.14, -0.08], [0.23, 1.27, 0.67], [0.16, 1.29, -0.77], [-0.06, -0.17, 0.19], [-0.02, 0.79, -0.14], [0.37, 0.17, 0.10], [-0.56, 0.18, 0.09], [-0.14, -0.09, 0.07], [0.11, -0.40, -0.09], [-0.53, 0.82, 0.26], [0.14, -0.11, -0.16], [0.15, -0.25, -0.23], [-0.24, 0.53, -0.27], [0.00, 0.16, -0.10], [-0.20, 0.43, -0.04], [-0.02, -0.09, -0.36], [-0.07, 0.13, 0.07], [-0.04, 0.49, 0.11]],
  "relative_energy_kj_mol": 145.88,
  "total_charge": 0,
  "lumo_ha": -0.0251
}



# 2
{
  "formula": "C8H23B2O2",
  "method": "ωB97M-V/def2-TZVPD",
  "elements": ["O", "O", "C", "C", "C", "C", "C", "C", "C", "C", "B", "B", "H", "H", "H", "H", "H", "H", "H", "H", "H", "H", "H", "H", "H", "H", "H", "H", "H", "H", "H", "H", "H", "H", "H"],
  "xyz": [[-0.208191, -2.869528, 0.454941], [-5.189989, 0.273627, -1.739147], [1.042701, 1.803802, -0.251234], [3.234092, 0.575109, 0.059058], [5.305725, -0.832853, 0.348725], [-5.407905, 0.418147, 0.666274], [4.033224, -0.623389, -0.538382], [1.687638, 0.378961, -0.066446], [-4.952292, 1.106272, -0.605751], [-1.510420, -0.678344, -0.216258], [-0.226080, -1.416884, 0.485100], [1.030722, -0.508799, 1.160868], [-6.132548, 0.101558, -1.778544], [4.934518, -1.088911, 1.352920], [1.743545, 2.573786, 0.115897], [3.434982, -1.534773, -0.634115], [0.240348, -3.093053, -0.355202], [-2.341320, -1.408508, -0.283816], [-1.185503, -0.395457, -1.233244], [-3.883641, 1.310856, -0.563274], [0.086282, 1.898695, 0.276496], [-6.477535, 0.190290, 0.621081], [5.858492, 0.111750, 0.419815], [-1.793826, 0.193905, 0.387630], [5.912983, -1.664046, -0.039648], [-5.480880, 2.056567, -0.747661], [0.935972, 2.002928, -1.336370], [4.393357, -0.290891, -1.528434], [3.493116, 1.482462, -0.527119], [3.487700, 0.754464, 1.115470], [1.514126, -0.171265, -1.018364], [-4.881373, -0.528305, 0.793954], [-5.221265, 1.045217, 1.540376], [0.668194, 0.147958, 2.109093], [1.855052, -1.321345, 1.555311]],
  "forces_ev_per_angstrom": [[-0.59, 0.96, -0.08], [0.31, 0.11, -0.12], [0.52, -0.58, -0.35], [-0.94, -0.45, -0.90], [-1.21, -0.52, -0.31], [0.01, -0.03, 0.07], [1.15, 1.31, 0.76], [0.17, 0.86, 0.02], [-0.29, -0.15, 0.02], [0.37, -1.32, 0.37], [-0.43, 0.32, 0.48], [0.26, -0.75, -0.44], [-0.12, -0.05, 0.01], [0.33, 0.00, -0.19], [-0.36, -0.17, 0.15], [0.08, 0.19, 0.18], [0.33, -0.46, -0.39], [0.08, 0.48, -0.17], [-0.30, 0.17, 0.28], [0.00, -0.12, -0.16], [0.15, 0.05, -0.27], [-0.02, 0.10, 0.03], [0.10, -0.31, -0.11], [0.05, -0.07, -0.39], [0.15, 0.36, 0.21], [0.08, 0.07, 0.12], [-0.28, 0.14, 0.42], [-0.33, -0.46, 0.08], [0.22, -0.28, 0.33], [-0.02, -0.11, -0.26], [0.22, 0.28, 0.17], [0.09, 0.08, -0.01], [-0.02, -0.03, 0.00], [-0.12, 0.50, 0.28], [0.39, -0.12, 0.16]],
  "total_charge": -1,
  "lumo_ha": 0.1073
}



# 3
{
  "formula": "C11H16BrN3O2S",
  "method": "ωB97M-V/def2-TZVPD",
  "elements": ["Br", "S", "O", "O", "N", "N", "N", "C", "C", "C", "C", "C", "C", "C", "C", "C", "C", "C", "H", "H", "H", "H", "H", "H", "H", "H", "H", "H", "H", "H", "H", "H", "H", "H"],
  "xyz": [[4.099331, 1.309753, -3.513306], [0.825309, -1.202196, 0.265963], [0.515300, -1.989815, -0.892968], [1.157414, -1.904564, 1.478990], [2.569399, 0.384094, 2.179284], [3.891843, 1.385363, 0.588641], [-0.359324, -0.101322, 0.671423], [2.179487, -0.112388, -0.138359], [3.571661, 0.969129, -1.726742], [-3.515521, -0.256575, 0.346299], [-1.683261, 0.070835, -1.453922], [2.530293, 0.090694, -1.453151], [4.214493, 1.596780, -0.669307], [-0.811614, 0.761541, -0.399478], [2.893903, 0.545000, 0.883425], [-3.177864, 0.027667, -1.121883], [-2.571498, -1.238228, 1.043128], [-1.340356, -0.547760, 1.636044], [-1.341876, 1.603636, 0.053672], [-3.102936, -1.715676, 1.869154], [-1.650537, 0.323799, 2.224224], [5.026759, 2.290187, -0.839712], [1.997557, -0.436052, -2.230647], [2.012461, -0.428388, 2.410492], [0.093474, 1.151062, -0.873225], [-3.633634, -0.739798, -1.750576], [-1.297013, -0.938792, -1.590220], [-4.534073, -0.648387, 0.385843], [-3.514978, 0.678858, 0.911125], [-2.251618, -2.021785, 0.355719], [3.214447, 0.755722, 2.856492], [-0.810248, -1.238972, 2.292706], [-3.635434, 0.981675, -1.394997], [-1.561349, 0.594906, -2.404133]],
  "forces_ev_per_angstrom": [[-0.01, -0.01, 0.10], [0.22, 0.66, 0.02], [0.05, 0.18, -0.10], [-0.08, -0.09, 0.09], [-0.01, -0.03, 0.39], [-0.07, -0.05, 0.54], [0.86, -0.61, -0.11], [-0.48, -0.43, 0.17], [-0.16, -0.13, -0.19], [-0.01, -0.19, -0.15], [-0.18, 0.09, 0.06], [0.31, 0.17, -0.10], [-0.09, -0.14, -0.32], [0.06, 0.14, -0.65], [-0.01, 0.16, -0.20], [0.06, 0.04, 0.05], [-0.05, 0.30, 0.13], [-0.17, -0.51, 0.38], [0.11, 0.03, 0.04], [0.04, -0.06, 0.00], [0.05, -0.06, -0.03], [0.05, 0.04, -0.13], [-0.01, 0.00, -0.12], [0.17, 0.13, 0.18], [-0.17, 0.19, -0.01], [-0.07, 0.04, -0.04], [-0.06, 0.11, -0.12], [-0.02, 0.10, 0.05], [-0.07, 0.02, 0.05], [-0.01, -0.15, 0.01], [-0.03, -0.01, -0.05], [-0.20, 0.13, 0.14], [-0.06, -0.03, -0.07], [0.06, -0.04, -0.04]],
  "total_charge": 0,
  "lumo_ha": 0.0148,
  "smiles": "Nc1ncc(Br)cc1S(=O)(=O)N1CCCCCC1"
}



# 4
{
  "formula": "C29H31NP3PtS",
  "method": "ωB97M-V/def2-TZVPD",
  "elements": ["Pt", "S", "P", "P", "P", "N", "C", "C", "C", "C", "C", "C", "C", "C", "C", "C", "C", "C", "C", "C", "C", "C", "C", "C", "C", "C", "C", "C", "C", "C", "C", "C", "C", "C", "C", "H", "H", "H", "H", "H", "H", "H", "H", "H", "H", "H", "H", "H", "H", "H", "H", "H", "H", "H", "H", "H", "H", "H", "H", "H", "H", "H", "H", "H", "H", "H"],
  "xyz": [[0.687857, 0.815924, 0.429174], [2.625747, 0.952641, 3.344709], [-0.169792, 2.817242, 1.168404], [-0.834010, -1.776301, -0.505925], [2.099751, 2.101300, -0.860526], [-0.354194, -0.342243, -0.870079], [-3.684312, -3.063363, 2.174053], [-3.308311, -2.420341, 3.344729], [-2.305872, -4.002922, -3.635934], [3.829213, 1.565379, -0.933897], [-2.958919, -2.863934, 1.008150], [0.274636, -4.250611, 0.298055], [-3.821788, -2.186756, -3.222378], [3.105696, 4.700328, -0.393267], [3.079824, 5.951661, 0.202551], [2.084170, 0.985743, 1.860144], [1.653907, 2.442777, -2.590646], [1.088789, 5.342946, 1.399976], [-2.202082, -1.582592, 3.342889], [-0.541175, 2.948204, 2.938282], [-1.862269, -2.457922, -1.839760], [2.070793, 6.273516, 1.099477], [-3.463337, -3.312633, -3.955838], [2.593217, -4.813272, 0.014161], [1.315945, -5.153419, 0.442129], [-1.480624, -1.382876, 2.176503], [1.113057, 4.080068, 0.817564], [-3.023724, -1.761772, -2.175566], [2.131312, 3.755771, -0.090128], [-1.852999, -2.014687, 0.995041], [2.822849, -3.570469, -0.556460], [-1.652931, 3.550868, 0.399420], [-1.508502, -3.577673, -2.580095], [1.778379, -2.669462, -0.702688], [0.498011, -3.002385, -0.279729], [4.184905, 1.459508, 0.090407], [0.307400, 5.604030, 2.103299], [3.850313, 6.674747, -0.030499], [-4.085747, -3.645661, -4.776220], [0.284458, 2.531334, 3.512968], [-1.873559, 4.528906, 0.833273], [-2.018356, -4.876060, -4.207351], [1.943926, -1.689999, -1.135716], [-0.606748, -4.127147, -2.341478], [1.633543, 1.502718, -3.142339], [-0.606028, -0.735030, 2.197056], [-1.496326, 3.663631, -0.672717], [4.466727, 2.253263, -1.490869], [-1.434434, 2.346963, 3.120768], [-1.891461, -1.088486, 4.254728], [1.132423, -6.118553, 0.896436], [-4.543166, -3.722098, 2.165289], [-2.503550, 2.886690, 0.553410], [3.408839, -5.514600, 0.133700], [3.858748, 0.587451, -1.415916], [3.898339, 4.459065, -1.090901], [-4.721879, -1.639388, -3.471050], [0.652239, 2.869963, -2.622806], [-3.268158, -3.372733, 0.103801], [-0.715002, -4.520085, 0.648380], [3.818916, -3.298481, -0.881829], [-3.871774, -2.575830, 4.255700], [2.050958, 7.248090, 1.568984], [-3.297439, -0.875170, -1.615304], [2.356162, 3.132456, -3.063230], [-0.742583, 3.971769, 3.257532]],
  "forces_ev_per_angstrom": [[-0.19, -0.36, -0.18], [-0.03, -0.01, -0.04], [-0.02, 0.20, 0.06], [0.08, 0.03, -0.10], [0.14, 0.12, -0.19], [0.02, 0.16, 0.19], [0.00, 0.03, 0.07], [-0.02, -0.03, -0.05], [-0.03, -0.01, -0.03], [0.03, 0.01, 0.01], [-0.04, 0.02, -0.03], [-0.04, 0.00, 0.02], [-0.01, -0.03, -0.03], [-0.02, 0.02, 0.02], [0.01, 0.01, 0.00], [0.13, -0.03, 0.20], [0.03, 0.02, -0.06], [0.02, -0.02, -0.02], [0.01, 0.02, 0.04], [-0.07, 0.03, 0.02], [-0.02, 0.03, 0.02], [0.01, 0.00, -0.01], [0.00, 0.01, 0.01], [-0.03, -0.01, 0.01], [0.04, 0.00, -0.01], [0.12, 0.08, 0.10], [0.04, -0.08, -0.05], [-0.02, 0.05, 0.00], [-0.16, 0.04, 0.10], [-0.08, -0.16, -0.09], [0.04, -0.01, 0.00], [-0.04, 0.04, 0.01], [0.02, -0.08, -0.01], [0.01, 0.06, -0.04], [-0.04, -0.07, 0.06], [0.01, -0.01, 0.00], [-0.01, 0.00, 0.00], [0.00, 0.01, 0.00], [0.00, 0.00, -0.01], [0.02, 0.00, -0.01], [0.00, 0.00, -0.01], [0.00, 0.00, -0.01], [-0.01, -0.01, 0.01], [0.01, 0.02, 0.02], [0.00, -0.02, 0.02], [-0.04, -0.04, -0.03], [0.03, -0.03, 0.00], [-0.02, 0.02, 0.01], [0.03, -0.02, 0.02], [0.00, 0.00, 0.01], [0.01, -0.01, 0.00], [-0.01, 0.00, 0.01], [0.01, -0.02, 0.01], [0.01, -0.01, 0.00], [-0.01, 0.00, 0.00], [0.01, 0.00, -0.01], [-0.01, 0.00, -0.01], [-0.01, 0.00, 0.02], [0.03, 0.01, -0.02], [-0.01, 0.02, -0.01], [0.01, 0.00, 0.00], [0.00, 0.00, 0.01], [0.01, 0.01, 0.00], [0.03, 0.00, 0.01], [0.00, 0.00, 0.01], [0.01, 0.00, -0.03]],
  "relative_energy_kj_mol": 107.26,
  "total_charge": 0,
  "lumo_ha": [0.0211, -0.0100],
  "spin_multiplicity": 4
}



# 5
{
  "formula": "C2H4BrNO3",
  "method": "ωB97M-V/def2-TZVPD",
  "elements": ["Br", "O", "O", "O", "N", "C", "C", "H", "H", "H", "H"],
  "xyz": [[0.338137, -3.100598, -1.374487], [-0.101151, -0.780850, -0.620342], [0.682408, 1.348570, -0.459184], [1.849076, -1.429800, 0.287321], [0.131886, 0.355027, 0.327800], [-1.160859, 0.867667, 0.641206], [0.892066, -1.620353, -0.388833], [1.672484, 1.342630, -0.251985], [-0.979459, 1.794511, 1.025289], [-1.601811, 1.083749, -0.370120], [-1.722777, 0.139447, 1.183335]],
  "forces_ev_per_angstrom": [[0.40, -1.62, -0.56], [-0.30, 1.88, 1.40], [2.33, 0.28, 0.15], [0.02, -0.86, -0.59], [0.77, -0.23, -0.24], [-1.02, -1.55, -3.57], [0.39, 0.43, 0.42], [-1.89, -0.21, -0.35], [0.12, 2.20, 1.86], [-0.44, -0.24, 0.91], [-0.38, -0.07, 0.56]],
  "relative_energy_kj_mol": 53.46,
  "total_charge": 0,
  "lumo_ha": 0.0247
}



# 6
{
  "formula": "C6H14ClO3PS",
  "method": "ωB97M-V/def2-TZVPD",
  "elements": ["Cl", "S", "P", "O", "O", "O", "C", "C", "C", "C", "C", "C", "H", "H", "H", "H", "H", "H", "H", "H", "H", "H", "H", "H", "H", "H"],
  "xyz": [[3.046547, 0.621561, -1.821773], [2.346628, 1.345754, -0.091283], [3.261681, -0.700674, 2.124820], [3.443787, 2.078203, 0.384354], [1.021738, -0.748197, 0.768372], [1.015505, 1.911054, -0.376880], [-2.186055, -0.516660, -0.627011], [-1.073612, -1.411316, -0.016731], [0.218203, -0.660728, -0.236456], [-2.271121, 0.863447, 0.177109], [-3.446711, 1.652008, -0.535246], [2.089772, 0.048419, 1.001225], [-2.018696, -0.357938, -1.639711], [2.951750, -2.851252, 0.033024], [-2.993702, 2.416735, -1.158817], [3.378466, -2.943775, -0.626591], [-3.171221, -0.922029, -0.617712], [-1.212556, -1.533099, 1.077100], [-4.126431, 0.902344, -1.060268], [-2.623053, 0.780491, 1.247362], [-1.189169, 1.057846, -0.054401], [-1.054014, -2.414462, -0.461643], [0.415016, -0.268009, -1.176319], [4.248505, -1.167159, 1.260176], [3.979511, 0.571015, 2.301280], [-4.050768, 2.246419, 0.126021]],
  "forces_ev_per_angstrom": [[0.08, -0.61, -1.29], [-3.14, -0.59, 1.22], [0.56, 1.70, 0.60], [1.03, 1.56, 0.60], [-1.54, 0.87, -1.59], [2.17, -0.40, 0.00], [-0.56, 0.01, 3.42], [-0.32, 0.67, 0.01], [-0.94, -3.17, 3.06], [-0.95, -1.62, -1.61], [1.13, -0.59, -0.21], [1.04, 0.10, -0.64], [0.71, 0.75, -1.92], [0.81, -0.23, -1.31], [-0.26, -0.26, -0.84], [-0.86, 0.18, 1.26], [-0.64, -1.09, 0.32], [0.02, 0.04, -0.64], [0.93, 1.28, 0.35], [1.31, -0.44, -1.00], [-1.18, 1.86, 1.17], [0.11, 0.18, -0.13], [0.89, 1.22, -1.26], [0.37, -0.27, -0.46], [-0.50, -1.10, 0.22], [-0.27, -0.08, 0.70]],
  "relative_energy_kj_mol": 620.05,
  "total_charge": 0,
  "lumo_ha": [-0.0311, -0.0312]
}



no.,calculated total energy (a.u.)
1,-16640.01327
2,-518.79380
3,-3715.71355
4,-2719.91113
5,-2932.98649
6,-1662.24391